93
Properties=species:S:1:pos:R:3 method="wB97M-V/def2-TZVPD" charge=+1 e_lumo_ev="-2.79 / -5.08" multiplicity=4 s2=3.7846
V -0.1671 0.2613 -0.5131
C -0.9607 -3.3754 -5.9829
C -0.9794 -4.0511 -4.7672
C -1.3432 -3.3817 -3.6133
C -1.6775 -2.0267 -3.6690
C -1.6554 -1.3523 -4.8863
C -1.3055 -2.0336 -6.0431
P -2.1272 -1.2000 -2.1435
C -3.6638 -1.9979 -1.6332
C -4.3808 -2.7384 -2.5833
C -5.5981 -3.3051 -2.2456
C -6.1042 -3.1558 -0.9622
C -5.3944 -2.4302 -0.0162
C -4.1799 -1.8519 -0.3441
C -2.2916 0.5723 -2.4163
C -3.3693 1.0933 -3.1353
C -3.4456 2.4641 -3.3049
C -2.4686 3.2844 -2.7475
C -1.4151 2.7479 -2.0201
C -1.3006 1.3700 -1.8377
H -0.6762 -3.9002 -6.8853
H -0.7107 -5.0982 -4.7226
H -1.3630 -3.9081 -2.6645
H -1.9003 -0.2990 -4.9293
H -1.2940 -1.5119 -6.9907
H -4.0008 -2.8634 -3.5871
H -6.1508 -3.8635 -2.9890
H -7.0534 -3.6045 -0.7003
H -5.7875 -2.3095 0.9844
H -3.6373 -1.2795 0.3920
H -4.1342 0.4424 -3.5435
H -4.2700 2.8967 -3.8557
H -2.5455 4.3579 -2.8661
H -0.6967 3.4186 -1.5604
Cl 1.4636 2.1212 4.5029
Ge -0.3882 1.6709 3.2405
Cl -2.0234 0.4024 0.9197
Cl 0.9582 1.6824 1.0894
O -1.4624 -0.1742 4.9106
C -0.6324 -0.7777 4.2587
O 0.0945 -0.2567 3.3227
C -0.4011 -2.2675 4.5162
N 0.8611 -2.7171 3.8264
C 1.8922 -3.0289 4.8821
C 1.3571 -2.3281 6.1206
C -0.1498 -2.5437 5.9976
H -1.2500 -2.8135 4.1079
H 1.2203 -1.9694 3.1987
H 0.7040 -3.5129 3.2080
H 2.8586 -2.6876 4.5220
H 1.9179 -4.1094 5.0127
H 1.5926 -1.2611 6.0873
H 1.7795 -2.7427 7.0330
H -0.7464 -1.8733 6.6105
H -0.4137 -3.5733 6.2444
N 6.1948 -0.2987 -0.6502
C 5.2520 0.1780 -1.1004
C 4.0650 0.7725 -1.6500
C 4.1254 1.6928 -2.6907
C 2.9363 2.2138 -3.1630
C 1.7450 1.7931 -2.5975
N 1.6869 0.9133 -1.5942
C 2.8314 0.4215 -1.1208
H 5.0778 1.9841 -3.1124
H 2.9212 2.9307 -3.9708
H 0.7987 2.1548 -2.9716
H 2.7712 -0.2919 -0.3045
S 2.9432 -1.9864 1.4945
C 4.1478 -1.0790 2.3072
N 5.4349 -1.3988 2.1651
C 6.5514 -0.6059 2.6796
C 6.0897 0.8173 2.9366
C 4.8160 0.7914 3.7621
N 3.8282 -0.0580 3.0989
H 5.6206 -2.1302 1.4988
H 7.3437 -0.6294 1.9339
H 6.9293 -1.0582 3.5999
H 5.9013 1.3158 1.9849
H 6.8666 1.3711 3.4615
H 4.3789 1.7818 3.8648
H 5.0170 0.4114 4.7676
H 2.8555 0.2145 3.1451
Cl -1.0240 -2.6332 1.0940
C 0.1731 -2.8484 -0.1392
C 0.3613 -1.8482 -1.1043
C 1.2354 -2.1940 -2.1495
Cl 1.3882 -1.1955 -3.5521
C 1.9982 -3.3610 -2.1424
Cl 3.1165 -3.6944 -3.4009
C 1.8511 -4.2763 -1.1017
Cl 2.8005 -5.6968 -1.0563
C 0.9089 -4.0280 -0.1086
Cl 0.6909 -5.1827 1.1553